Record 1
A structure of composition C4H8N2O, computed with wB97M-V/def2-TZVPD.

Each line ends with the natural charge from an NBO analysis.
Cartesian coordinates (Å):
C (-0.188, -1.365, -1.396)  -0.64
C (0.110, 0.058, -1.009)  0.10
O (-1.068, 0.836, -0.606)  -0.50
C (-0.438, 1.245, 0.538)  0.56
N (-0.826, 1.911, 1.529)  -0.70
C (0.796, 0.403, 0.340)  -0.15
N (0.960, -0.532, 1.447)  -0.83
H (-0.525, -1.952, -0.539)  0.21
H (0.726, -1.818, -1.796)  0.23
H (-0.958, -1.407, -2.172)  0.23
H (0.574, 0.594, -1.846)  0.19
H (-1.804, 2.180, 1.450)  0.36
H (1.747, 0.923, 0.206)  0.21
H (0.732, 0.008, 2.280)  0.38
H (0.357, -1.342, 1.458)  0.36

**Relative energy (zero: lowest compared OMol25 entry of this formula, charge and spin)**: 45.7 kcal/mol
**Lowest unoccupied orbital energy**: 0.930 eV
**HOMO**: -9.49 eV
**Molar mass**: 100.121 u
**Max |F|**: 0.58 eV/A
**Gap between HOMO and LUMO**: 10.42 eV
**Calculated total energy**: -9304.412 eV

Record 2
A structure of composition C28H29BrCdIN4O2, computed with wB97M-V/def2-TZVPD.

Each line ends with the natural charge from an NBO analysis.
Cartesian coordinates (Å):
Cd (0.780, 1.282, 0.681)  1.64
O (4.998, 0.194, 2.376)  -0.67
C (4.581, -0.914, 3.032)  0.34
C (5.364, -1.512, 4.106)  -0.28
C (5.007, -2.739, 4.616)  -0.19
C (3.870, -3.410, 4.117)  -0.24
C (3.129, -2.881, 3.094)  -0.21
C (3.403, -1.551, 2.608)  -0.15
C (2.451, -0.870, 1.715)  0.26
O (2.532, 0.494, 1.584)  -1.00
N (1.104, -1.267, 2.191)  -0.42
N (0.039, -0.585, 1.781)  -0.32
C (-1.135, -0.920, 2.238)  -0.07
C (-2.240, 0.009, 2.159)  -0.03
Br (-1.776, 1.730, 1.167)  -0.02
C (-3.386, -0.102, 2.862)  -0.22
C (-4.600, 0.629, 2.481)  -0.02
C (-4.856, 0.812, 1.101)  -0.23
C (-5.823, 1.647, 0.641)  -0.21
C (-6.545, 2.443, 1.537)  -0.18
C (-6.448, 2.157, 2.903)  -0.20
C (-5.478, 1.231, 3.377)  -0.20
H (5.885, 0.427, 2.645)  0.49
H (6.239, -0.939, 4.531)  0.22
H (5.561, -3.272, 5.400)  0.23
H (3.659, -4.373, 4.599)  0.23
H (2.440, -3.491, 2.508)  0.22
H (2.432, -1.387, 0.698)  0.13
H (1.030, -1.829, 3.032)  0.39
H (-1.313, -1.948, 2.626)  0.23
H (-3.380, -0.688, 3.843)  0.26
H (-4.317, 0.242, 0.364)  0.22
H (-5.988, 1.811, -0.473)  0.23
H (-7.285, 3.178, 1.245)  0.23
H (-6.951, 2.771, 3.639)  0.23
H (-5.399, 1.041, 4.461)  0.22
C (-2.609, -3.258, -3.431)  -0.63
C (-1.696, -2.163, -3.917)  0.02
C (-0.324, -2.281, -3.917)  -0.27
C (0.534, -1.240, -4.237)  0.09
C (2.033, -1.463, -4.354)  -0.65
C (0.001, -0.031, -4.623)  -0.27
C (-1.425, 0.201, -4.591)  0.01
C (-1.948, 1.530, -4.986)  -0.64
C (-2.237, -0.924, -4.295)  -0.24
H (-2.368, -3.394, -2.400)  0.21
H (-2.392, -4.224, -3.924)  0.22
H (-3.664, -3.053, -3.526)  0.22
H (0.097, -3.253, -3.715)  0.20
H (2.304, -2.070, -5.255)  0.23
H (2.438, -1.978, -3.493)  0.21
H (2.574, -0.498, -4.424)  0.21
H (0.627, 0.797, -4.895)  0.20
H (-2.120, 2.168, -4.116)  0.21
H (-2.865, 1.567, -5.560)  0.23
H (-1.174, 2.094, -5.535)  0.22
H (-3.298, -0.857, -4.411)  0.20
I (4.028, 6.377, -1.750)  0.25
C (3.442, 4.657, -0.732)  -0.32
C (4.249, 3.846, 0.149)  0.00
N (3.532, 2.815, 0.570)  -0.32
N (2.227, 2.888, 0.091)  -0.47
C (2.165, 4.009, -0.671)  -0.03
H (5.259, 4.062, 0.514)  0.25
H (3.789, 2.039, 1.175)  0.49
H (1.237, 4.215, -1.225)  0.24

**Relative energy (zero: lowest compared OMol25 entry of this formula, charge and spin)**: 12.8 kcal/mol
**Lowest unoccupied orbital energy**: -3.729 eV
**HOMO**: -10.59 eV
**Molar mass**: 772.786 u
**Net charge**: +1
**Max |F|**: 2.84 eV/A
**Gap between HOMO and LUMO**: 6.87 eV
**Calculated total energy**: -122259.951 eV

Record 3
A structure of composition C3H3I2N, computed with wB97M-V/def2-TZVPD.

Each line ends with the natural charge from an NBO analysis.
Cartesian coordinates (Å):
C (-0.866, 1.544, 0.528)  -0.18
C (-0.134, 0.551, 0.495)  -0.02
C (0.734, -0.493, -0.043)  -0.35
N (2.094, -0.306, 0.416)  -0.70
I (3.618, -1.573, -0.001)  0.37
I (2.820, 1.898, 0.006)  0.19
H (-1.154, 2.485, 0.843)  0.23
H (0.695, -0.435, -1.216)  0.21
H (0.449, -1.557, 0.170)  0.25

**Relative energy (zero: lowest compared OMol25 entry of this formula, charge and spin)**: 85.9 kcal/mol
**Lowest unoccupied orbital energy (spin up / spin down)**: -1.780 / -1.779 eV
**HOMO (spin up / spin down)**: -8.85 / -8.84 eV
**Molar mass**: 306.872 u
**Max |F|**: 4.57 eV/A
**Gap between HOMO and LUMO (spin up / spin down)**: 7.07 / 7.07 eV
**Calculated total energy**: -20846.350 eV